Entry from the Open Molecules 2025 dataset: a 11-piece molecular cluster, C33H70N5O21 overall at a distorted geometry (ωB97M-V with the def2-TZVPD basis set).

CARTESIAN COORDINATES (ANGSTROEM)
O 1.97 2.31 -2.05
O 2.41 -5.30 1.03
O 0.17 -4.32 2.49
H 7.49 1.28 1.27
H 1.29 4.89 0.06
H 1.08 3.39 0.56
H -3.66 -2.46 -4.96
H -2.39 -0.17 -4.58
H 0.36 0.76 1.98
H -0.06 -6.26 0.15
H 1.61 -4.87 1.34
C 5.47 3.22 1.77
C 5.89 2.21 -0.60
O 1.27 0.37 -2.85
H 4.68 -0.72 -0.33
O -6.17 -3.98 -2.91
C -5.37 2.83 -1.05
H -3.03 -2.83 -6.40
C -1.58 -2.11 -4.99
H -3.96 1.92 0.30
O -1.70 -7.18 1.68
H -3.96 1.26 -1.36
C -4.40 -8.00 0.89
H -6.00 2.99 -0.17
N 5.44 1.91 0.91
C 4.85 5.54 1.93
O 3.39 0.75 -2.93
H -0.06 -1.84 2.01
C -1.90 -0.99 -4.07
C -0.59 4.22 -0.44
H -2.32 -4.98 -5.74
C 6.27 -0.43 1.01
O 2.39 -3.19 0.48
C 4.54 4.29 1.22
H -1.19 2.16 -0.21
H -3.72 -6.59 -0.56
H 1.05 -1.96 0.85
H -5.13 4.23 -2.77
C 3.04 -4.22 0.52
O -1.21 -4.95 4.09
H 3.51 3.99 1.41
H -2.36 -4.56 -4.06
C -2.00 -7.08 0.51
H 3.71 0.98 1.92
N -2.89 -2.93 -5.41
H 6.49 3.56 1.59
H 1.16 2.02 -1.63
O -2.98 0.94 2.44
H 4.64 5.52 3.00
C 4.78 -0.42 0.71
C -0.94 -6.57 -0.41
N 0.36 -1.34 1.24
C -1.68 3.13 -0.13
H 5.15 2.81 -1.13
C -5.19 -4.26 -2.07
H -1.68 1.88 -2.22
H -2.41 -2.53 1.07
O 0.12 -3.21 4.44
H -4.50 -7.43 1.82
H 5.40 2.98 2.83
C 4.20 1.03 0.95
H -1.26 -5.91 -1.21
H -1.83 3.45 -3.05
H -4.05 -9.01 1.08
H 3.45 1.33 0.23
H 1.49 3.66 4.26
H 5.85 5.89 1.70
C 0.48 4.31 0.51
O -0.99 -0.20 -0.39
H 2.82 6.55 1.75
H 0.79 5.10 2.53
H 6.02 1.26 -1.12
H -0.67 5.73 1.84
N -2.86 3.17 -1.14
O 2.18 1.07 4.75
O -3.08 -1.23 2.95
H -3.35 -8.11 -0.87
H -0.65 4.20 2.47
H -6.12 2.32 -1.66
C -0.03 4.85 1.86
H -3.22 2.29 -3.09
H -1.02 5.22 -0.44
H -5.41 -8.18 0.53
H -2.61 -2.13 -0.57
H -3.11 5.30 -1.81
C -0.22 -4.11 3.68
H 1.86 -0.16 2.18
C -2.37 2.67 -2.52
O -0.44 -2.51 -5.24
C -5.01 4.20 -1.69
H 6.87 2.67 -0.46
H 6.30 0.98 2.64
H -5.96 -3.08 -3.19
H 4.21 -1.10 1.34
C 1.95 2.20 4.30
H -1.15 -5.52 3.31
N -3.38 -7.43 -0.12
C 6.49 0.97 1.56
O -5.39 -5.27 -1.34
H 4.76 4.31 0.15
H -0.96 -0.60 -3.68
H 3.73 6.60 0.36
O 1.46 3.17 5.08
H 4.09 7.66 1.74
C -2.89 -4.42 -5.00
H 6.81 -0.65 0.09
H 1.51 0.48 0.57
H -0.14 4.12 -1.43
H -0.43 -7.43 -0.86
C -1.84 -2.39 0.15
H -2.29 3.34 0.75
O 4.24 -4.32 0.07
C -0.82 -1.24 0.29
O -4.12 -3.69 -2.27
C -3.34 -0.07 3.21
C 3.86 6.64 1.44
H -2.39 -1.38 -3.17
H -3.52 4.79 -0.16
O 2.04 2.56 3.08
C 2.22 1.11 -2.58
H -5.70 4.95 -1.31
H -1.35 -3.32 -0.14
C -4.03 2.17 -0.75
H -3.90 -4.82 -4.91
C 1.06 0.09 1.48
H 6.57 -1.19 1.73
C -3.55 4.50 -1.21
O -3.72 0.22 4.32
H -3.11 1.73 2.97

Summary:
Max |F|   6.69 eV Å⁻¹
Net charge   -1
HOMO-LUMO gap   0.1528 Eh
E_HOMO   -3.94 eV